1.
{"formula": "C48H43Cl2F4N10O2RbS2", "method": "ωB97M-V/def2-TZVPD", "relative_energy_kj_mol": 297.6, "charge": -2, "elements": ["Rb", "C", "C", "N", "N", "C", "S", "S", "C", "C", "C", "C", "C", "C", "C", "C", "C", "C", "C", "C", "C", "O", "H", "H", "H", "H", "H", "H", "H", "H", "H", "H", "H", "H", "H", "H", "Cl", "C", "H", "H", "C", "C", "C", "C", "C", "O", "C", "C", "C", "C", "C", "C", "Cl", "C", "C", "C", "N", "C", "N", "C", "N", "H", "H", "H", "H", "H", "H", "H", "H", "H", "H", "H", "H", "H", "H", "H", "H", "H", "H", "H", "H", "H", "H", "F", "C", "C", "F", "C", "C", "C", "F", "C", "C", "C", "N", "C", "N", "F", "C", "C", "N", "C", "N", "C", "C", "C", "N", "H", "H", "H", "H", "H"], "positions_angstrom": [[-1.663, 0.828, 0.591], [-2.784, 3.951, 2.194], [-2.408, 2.754, 3.013], [-1.164, 2.432, 3.015], [-0.669, 1.557, 3.863], [0.215, 0.655, 3.716], [1.064, 0.095, 2.376], [0.656, -0.114, 5.298], [-1.002, -0.401, 6.047], [-1.312, 0.541, 7.159], [-1.573, 1.883, 6.898], [-1.833, 2.762, 7.931], [-1.838, 2.315, 9.242], [-1.592, 0.982, 9.511], [-1.332, 0.102, 8.477], [-3.409, 2.030, 3.801], [-4.247, 2.702, 4.678], [-5.059, 2.023, 5.567], [-5.035, 0.631, 5.584], [-4.261, -0.065, 4.694], [-3.427, 0.587, 3.735], [-2.768, -0.061, 2.876], [-1.873, 4.411, 1.815], [-3.344, 4.673, 2.792], [-3.416, 3.656, 1.353], [-0.977, -1.436, 6.391], [-1.706, -0.297, 5.224], [-1.567, 2.230, 5.877], [-2.047, 3.799, 7.711], [-2.024, 3.006, 10.052], [-1.616, 0.619, 10.531], [-1.148, -0.940, 8.702], [-4.231, 3.787, 4.702], [-5.687, 2.564, 6.263], [-5.643, 0.094, 6.303], [-4.235, -1.147, 4.700], [-3.679, -1.513, 0.349], [-4.980, -0.715, -0.345], [-5.828, -0.545, 0.295], [-4.740, -0.004, -1.116], [3.434, -7.157, 0.098], [3.032, -6.633, -1.282], [1.878, -7.499, -1.815], [4.197, -6.819, -2.266], [2.615, -5.108, -1.279], [2.251, -4.810, -2.606], [3.800, -4.197, -0.866], [3.568, -2.689, -1.050], [3.452, -2.285, -2.492], [2.349, -1.568, -2.935], [2.221, -1.191, -4.260], [3.213, -1.531, -5.161], [3.062, -1.085, -6.828], [4.335, -2.222, -4.738], [4.449, -2.588, -3.411], [1.438, -4.875, -0.278], [0.581, -3.777, -0.630], [0.244, -2.665, 0.054], [-0.579, -1.938, -0.659], [-0.742, -2.639, -1.791], [-0.062, -3.764, -1.812], [3.692, -8.212, 0.013], [2.622, -7.065, 0.813], [4.301, -6.633, 0.489], [2.232, -8.521, -1.947], [1.546, -7.125, -2.781], [1.028, -7.534, -1.136], [4.289, -7.868, -2.540], [5.144, -6.499, -1.838], [3.997, -6.244, -3.168], [1.330, -4.485, -2.622], [4.662, -4.468, -1.470], [4.038, -4.387, 0.180], [4.429, -2.173, -0.615], [2.688, -2.348, -0.506], [1.575, -1.280, -2.241], [1.350, -0.643, -4.582], [5.111, -2.473, -5.444], [5.335, -3.119, -3.096], [1.833, -4.680, 0.721], [0.815, -5.773, -0.239], [0.590, -2.410, 1.038], [-1.359, -2.313, -2.603], [0.201, 6.449, -1.980], [-0.445, 5.973, -3.070], [-0.350, 6.699, -4.232], [0.398, 7.827, -4.202], [-0.999, 6.324, -5.429], [-1.784, 5.154, -5.314], [-1.880, 4.430, -4.147], [-2.643, 3.309, -4.155], [-1.209, 4.794, -2.961], [-1.295, 4.039, -1.750], [-2.284, 3.100, -1.507], [-3.122, 2.354, -1.225], [-0.317, 4.145, -0.765], [0.542, 4.197, 0.005], [-2.481, 4.710, -6.388], [-0.867, 7.071, -6.631], [-1.473, 6.716, -7.833], [-1.937, 6.480, -8.865], [-0.127, 8.248, -6.724], [0.459, 9.231, -6.883], [1.833, 2.805, -4.059], [2.122, 2.424, -2.605], [1.080, 1.579, -2.089], [0.235, 0.899, -1.730], [2.538, 3.568, -4.379], [0.821, 3.194, -4.158], [1.936, 1.939, -4.711], [2.164, 3.314, -1.972], [3.076, 1.893, -2.525]], "mulliken_charge": [0.56, -0.92, 0.67, -0.93, 0.27, 0.18, -0.41, -0.31, 0.08, 0.54, 0.15, -0.77, -0.43, -0.50, -0.73, 0.43, -0.54, -0.80, -0.45, -0.44, -0.24, -0.65, 0.24, 0.40, 0.14, 0.52, -0.70, 0.54, 0.38, 0.36, 0.35, 0.33, 0.28, 0.35, 0.35, 0.37, 0.05, -0.65, 0.31, 0.30, -1.98, 1.70, -1.83, -1.84, 1.64, -0.57, -1.42, -1.10, 0.20, 0.74, -1.22, 0.19, -0.26, -0.97, -0.02, -1.26, 0.99, -0.32, 0.17, -0.62, -1.02, 0.49, 0.34, 0.38, 0.50, 0.35, 0.41, 0.48, 0.34, 0.36, 0.52, 0.26, 0.62, 0.58, 0.21, 0.02, 0.64, 0.42, 0.40, 0.24, 0.25, 0.58, 0.48, -0.37, 0.39, 0.16, -0.34, 0.46, 0.19, 0.17, -0.36, 0.55, 1.27, -0.13, -0.60, -0.61, -0.58, -0.34, 0.50, 0.15, -0.67, 0.02, -0.69, -0.81, -0.30, 0.00, -0.13, 0.36, 0.08, 0.26, 0.33, 0.33]}

2.
{"formula": "C4H10NOS", "method": "ωB97M-V/def2-TZVPD", "relative_energy_kj_mol": 468.3, "charge": 1, "elements": ["C", "C", "C", "C", "N", "O", "S", "H", "H", "H", "H", "H", "H", "H", "H", "H", "H"], "positions_angstrom": [[1.335, -0.122, 1.201], [0.632, -1.416, 1.273], [-0.292, 0.798, -0.354], [-2.106, 0.215, -1.831], [1.019, 0.488, -0.118], [-0.767, 0.310, -1.474], [-1.098, -1.023, 1.456], [0.733, 0.532, 1.840], [2.321, -0.159, 1.630], [0.678, -2.096, 0.433], [0.793, -1.924, 2.196], [-0.690, 1.812, -0.023], [-2.804, -0.005, -1.042], [-2.161, -0.605, -2.460], [-2.495, 1.051, -2.426], [1.760, 1.147, -0.479], [1.054, -0.309, -0.817]], "mulliken_charge": [-0.74, -0.53, -0.29, -0.71, -0.08, -0.28, -0.08, 0.45, 0.40, 0.33, 0.38, 0.34, 0.34, 0.32, 0.32, 0.41, 0.40]}

3.
{"formula": "C5H14", "method": "ωB97M-V/def2-TZVPD", "relative_energy_kj_mol": 243.5, "charge": 1, "spin_multiplicity": 2, "elements": ["C", "C", "H", "H", "H", "H", "H", "H", "C", "C", "C", "H", "H", "H", "H", "H", "H", "H", "H"], "positions_angstrom": [[1.605, -2.058, 1.081], [1.753, -2.526, -0.336], [1.723, -2.997, 1.862], [2.453, -1.604, 1.455], [0.765, -1.374, 1.228], [1.277, -1.801, -0.914], [2.763, -2.416, -0.686], [1.582, -3.496, -0.452], [-1.872, 1.904, -0.622], [-1.058, 2.406, 0.631], [-1.233, 0.708, -1.099], [-2.934, 1.809, -0.208], [-1.613, 2.721, -1.445], [-1.529, 3.225, 1.299], [-1.051, -0.088, -0.354], [-1.463, 0.191, -1.937], [-0.173, 0.957, -1.351], [-0.966, 1.625, 1.332], [-0.031, 2.814, 0.518]], "mulliken_charge": [-0.62, -0.84, 0.26, 0.33, 0.13, 0.19, 0.34, 0.34, 0.30, -1.07, -1.13, 0.28, 0.26, 0.34, 0.31, 0.47, 0.36, 0.36, 0.40]}

4.
{"formula": "C12H15N2OSSe4W", "method": "ωB97M-V/def2-TZVPD", "charge": 1, "energy_ha": -10721.85871, "elements": ["W", "Se", "Se", "Se", "Se", "C", "C", "N", "C", "C", "C", "S", "N", "C", "O", "C", "C", "C", "C", "C", "C", "H", "H", "H", "H", "H", "H", "H", "H", "H", "H", "H", "H", "H", "H", "H"], "positions_angstrom": [[-2.855, -1.917, -0.172], [-2.263, -2.608, 1.886], [-5.238, -0.962, 0.187], [-4.197, -0.008, -1.477], [-3.696, -3.684, -1.333], [1.781, 2.635, 0.794], [0.951, 2.545, -0.473], [-0.472, 2.208, -0.209], [-1.414, 3.350, -0.097], [-1.595, 3.813, 1.337], [-0.828, 0.957, -0.044], [-2.561, 0.642, 0.310], [0.165, 0.039, -0.041], [-0.035, -1.168, -0.493], [-1.163, -1.474, -1.085], [0.992, -2.201, -0.442], [0.699, -3.499, -0.857], [1.684, -4.470, -0.787], [2.948, -4.147, -0.315], [3.245, -2.848, 0.090], [2.267, -1.874, 0.027], [2.821, 2.811, 0.522], [1.730, 1.708, 1.362], [1.462, 3.457, 1.433], [1.345, 1.791, -1.149], [0.932, 3.493, -1.007], [-2.362, 3.054, -0.542], [-1.003, 4.138, -0.723], [-2.030, 3.027, 1.954], [-2.265, 4.672, 1.364], [-0.651, 4.116, 1.785], [-0.286, -3.747, -1.225], [1.462, -5.480, -1.102], [3.715, -4.909, -0.264], [4.233, -2.602, 0.449], [2.479, -0.859, 0.336]], "mulliken_charge": [0.41, -0.11, -0.11, 0.06, -0.14, -1.05, -0.60, 0.08, -0.83, -0.86, 0.72, -0.13, -0.37, 0.56, -0.54, 0.77, -0.29, -0.74, -0.37, -0.68, -0.31, 0.35, 0.28, 0.34, 0.45, 0.38, 0.46, 0.39, 0.28, 0.38, 0.26, 0.29, 0.42, 0.41, 0.42, 0.44]}

- Which formula does entry 3 have?
  C5H14

Repeat the second record exactly.
{"formula": "C4H10NOS", "method": "ωB97M-V/def2-TZVPD", "relative_energy_kj_mol": 468.3, "charge": 1, "elements": ["C", "C", "C", "C", "N", "O", "S", "H", "H", "H", "H", "H", "H", "H", "H", "H", "H"], "positions_angstrom": [[1.335, -0.122, 1.201], [0.632, -1.416, 1.273], [-0.292, 0.798, -0.354], [-2.106, 0.215, -1.831], [1.019, 0.488, -0.118], [-0.767, 0.310, -1.474], [-1.098, -1.023, 1.456], [0.733, 0.532, 1.840], [2.321, -0.159, 1.630], [0.678, -2.096, 0.433], [0.793, -1.924, 2.196], [-0.690, 1.812, -0.023], [-2.804, -0.005, -1.042], [-2.161, -0.605, -2.460], [-2.495, 1.051, -2.426], [1.760, 1.147, -0.479], [1.054, -0.309, -0.817]], "mulliken_charge": [-0.74, -0.53, -0.29, -0.71, -0.08, -0.28, -0.08, 0.45, 0.40, 0.33, 0.38, 0.34, 0.34, 0.32, 0.32, 0.41, 0.40]}